Formula: C3H4Cl2O
Source: OMol25
Level of theory: ωB97M-V/def2-TZVPD

Output
HOMO, eV: -10.18
Relative energy (zero: lowest compared OMol25 entry of this formula, charge and spin), eV: 8.5645

Structure (XYZ):
```
10
Properties=species:S:1:pos:R:3:nbo_charge:R:1
C 0.36273 -0.89970 0.55200 -0.377
C -0.47958 -0.02248 -0.66893 -0.411
C -0.15213 1.29426 -0.03801 0.337
H -0.01085 -2.20809 0.66408 0.303
H 0.67608 -0.28377 1.69429 0.308
H -0.03098 -0.32976 -1.75561 0.324
H -1.41337 1.66617 0.87318 0.214
O 1.13665 2.11347 -0.37843 -0.546
Cl 2.12254 -0.86876 -0.49694 -0.145
Cl -2.21109 -0.46134 -0.44564 -0.007
```